1.
Density functional theory data (the ωB97M-V functional and the def2-TZVPD basis) for a structure of composition C42H65CrF2N4P2Si.

Gap between HOMO and LUMO (alpha / beta) in eV: 5.79 / 6.36
<S²>: 6.020
F_max in eV/Å: 7.9
Energy above the lowest of the compared OMol25 structures with the same formula, charge and spin in kcal/mol: 606.4

Geometry as ORCA input:
```
! RIJCOSX wB97M-V def2-TZVPD def2/J DEFGRID3
* xyz -1 5
Cr 14.04 9.92 13.72
C 14.65 12.09 10.71
Si 15.31 10.43 11.49
C 17.17 11.03 12.04
C 17.89 11.94 11.22
C 19.07 12.50 11.60
C 19.61 12.13 12.83
C 18.87 11.33 13.71
C 17.61 10.84 13.42
P 16.57 10.05 14.77
C 16.77 11.08 16.24
C 18.19 11.08 17.03
C 18.50 12.35 17.77
C 17.24 13.03 18.30
C 16.44 13.65 17.10
C 16.60 12.61 15.85
C 17.55 8.55 15.16
C 16.95 7.82 16.32
C 15.70 7.09 15.92
C 15.91 6.14 14.73
C 16.35 7.02 13.50
C 17.60 7.78 13.86
C 15.72 9.16 9.96
C 17.04 8.90 9.65
C 17.24 7.98 8.64
C 16.20 7.32 8.10
C 14.90 7.63 8.41
C 14.61 8.55 9.26
P 12.96 9.27 9.56
C 12.21 7.80 10.60
C 11.87 6.47 9.93
C 11.34 5.43 11.06
C 11.26 6.04 12.49
C 10.50 7.40 12.48
C 10.83 8.35 11.18
C 12.22 9.27 7.82
C 11.04 10.24 7.85
C 11.35 11.74 7.83
C 12.52 12.07 6.85
C 13.62 11.12 6.61
C 13.14 9.72 6.69
H 15.13 12.71 9.68
H 14.03 13.10 11.25
H 13.60 11.55 10.34
H 17.51 12.04 10.18
H 19.54 13.36 10.84
H 20.85 12.65 13.34
H 19.47 10.95 14.52
H 15.79 10.89 16.99
H 18.93 10.99 16.16
H 18.34 10.18 17.65
H 19.15 12.97 17.13
H 19.42 12.12 18.70
H 17.50 13.88 19.07
H 16.47 12.19 18.84
H 17.19 14.61 17.00
H 15.29 14.08 17.33
H 17.15 13.03 14.97
H 15.53 12.64 15.15
H 18.82 8.70 15.44
H 16.70 8.59 17.30
H 17.85 6.93 16.57
H 14.76 7.87 15.70
H 15.01 6.67 16.84
H 14.86 5.66 14.43
H 16.71 5.19 15.12
H 15.42 7.86 13.43
H 16.26 6.47 12.45
H 18.07 8.43 12.96
H 18.47 6.87 13.99
H 17.91 9.58 9.96
H 18.30 7.75 8.29
H 16.46 6.28 7.29
H 14.09 6.87 7.89
H 13.11 7.85 11.78
H 12.75 5.97 9.29
H 11.02 6.27 8.80
H 12.34 4.73 11.34
H 10.31 4.82 10.64
H 12.29 6.24 12.92
H 10.78 5.24 13.18
H 10.70 7.95 13.45
H 9.36 6.97 12.43
H 10.83 9.48 11.36
H 9.93 8.32 10.40
H 11.69 8.27 7.64
H 10.23 10.12 8.75
H 10.57 10.17 6.65
H 11.94 12.07 8.88
H 10.30 12.35 7.37
H 12.89 13.25 6.79
H 11.80 12.05 5.74
H 14.55 11.45 7.38
H 14.15 11.52 5.56
H 14.03 8.79 6.76
H 12.41 9.47 5.70
F 14.45 11.80 13.79
F 13.33 8.17 13.69
C 11.32 13.15 11.98
C 9.93 12.98 12.59
C 9.27 11.66 11.96
C 10.04 13.03 14.15
N 10.65 11.83 14.66
C 11.95 11.64 14.76
N 12.19 10.30 14.83
N 10.97 9.66 14.75
N 9.97 10.61 14.67
H 11.95 12.59 11.16
H 12.28 13.16 12.74
H 11.78 14.30 11.71
H 9.08 13.88 12.26
H 10.28 10.86 11.51
H 8.74 11.67 10.73
H 8.45 11.00 12.63
H 9.10 13.06 14.72
H 10.77 13.99 14.72
H 12.79 12.46 14.73
*
```

2.
Density functional theory data (the ωB97M-V functional and the def2-TZVPD basis) for a structure of composition C42H32Br2FN2O4SbTl.

Gap between HOMO and LUMO in eV: 6.41
F_max in eV/Å: 1.1
Energy above the lowest of the compared OMol25 structures with the same formula, charge and spin in kcal/mol: 0.0

Geometry as ORCA input:
```
! RIJCOSX wB97M-V def2-TZVPD def2/J DEFGRID3
* xyz -1 1
Tl 1.61 -0.02 -2.58
C -0.42 3.06 -1.66
C 1.01 3.50 -1.65
C 1.35 4.86 -1.75
C 2.67 5.21 -1.77
C 3.67 4.22 -1.68
C 5.05 4.46 -1.73
Br 5.70 6.25 -2.00
C 5.97 3.45 -1.63
C 5.52 2.15 -1.45
Br 6.80 0.75 -1.30
C 4.17 1.77 -1.42
O 3.79 0.57 -1.31
C 3.22 2.87 -1.54
N 1.92 2.56 -1.56
H -1.09 3.89 -1.87
H -0.67 2.64 -0.69
H -0.57 2.27 -2.39
H 0.58 5.61 -1.83
H 2.97 6.25 -1.87
H 7.02 3.65 -1.69
C -3.85 -5.18 -3.36
C -4.44 -4.19 -2.35
C -5.71 -3.58 -2.94
C -6.31 -2.59 -1.96
C -5.30 -1.52 -1.69
C -5.69 -0.23 -1.43
C -4.74 0.74 -1.13
F -5.17 2.00 -0.86
C -3.40 0.45 -1.11
C -2.98 -0.85 -1.42
C -1.53 -1.11 -1.45
O -0.74 -0.17 -1.31
C -1.20 -2.49 -1.68
C -2.17 -3.39 -1.93
N -3.50 -3.12 -2.01
C -3.93 -1.85 -1.71
C 0.27 -3.06 -1.69
O 0.35 -4.26 -1.95
O 1.18 -2.25 -1.43
H -4.65 -5.81 -3.74
H -3.09 -5.82 -2.93
H -3.42 -4.64 -4.20
H -4.70 -4.73 -1.43
H -6.43 -4.37 -3.17
H -5.45 -3.07 -3.87
H -6.57 -3.10 -1.03
H -7.23 -2.15 -2.36
H -6.74 0.04 -1.43
H -2.66 1.19 -0.87
H -1.86 -4.41 -2.09
C -0.16 -3.22 4.11
C 0.43 -2.03 4.51
C 0.89 -1.14 3.56
C 0.78 -1.41 2.21
C 0.19 -2.60 1.82
C -0.28 -3.50 2.76
Sb 1.53 0.03 0.74
C 3.37 0.14 1.89
C 3.89 -1.04 2.39
C 5.09 -1.06 3.08
C 5.78 0.12 3.29
C 5.29 1.30 2.77
C 4.09 1.31 2.06
C 0.42 1.56 1.86
C -0.85 1.24 2.32
C -1.62 2.17 3.01
C -1.12 3.44 3.25
C 0.13 3.78 2.75
C 0.88 2.85 2.06
H -0.52 -3.92 4.85
H 0.53 -1.80 5.56
H 1.35 -0.21 3.88
H 0.11 -2.84 0.77
H -0.72 -4.44 2.44
H 3.36 -1.97 2.22
H 5.48 -1.99 3.46
H 6.71 0.12 3.85
H 5.84 2.23 2.90
H 3.74 2.23 1.63
H -1.25 0.25 2.14
H -2.60 1.90 3.37
H -1.70 4.16 3.81
H 0.52 4.78 2.92
H 1.84 3.15 1.66
*
```

3.
Density functional theory data (the ωB97M-V functional and the def2-TZVPD basis) for a structure of composition C3H5INO2.

Gap between HOMO and LUMO (alpha / beta) in eV: 6.33 / 6.90
<S²>: 2.004
F_max in eV/Å: 8.0
Energy above the lowest of the compared OMol25 structures with the same formula, charge and spin in kcal/mol: 36.6

Geometry as ORCA input:
```
! RIJCOSX wB97M-V def2-TZVPD def2/J DEFGRID3
* xyz 1 3
C -0.64 -2.61 -0.30
C 0.31 1.62 0.45
C 0.63 0.55 -0.54
N -0.60 0.54 0.41
O -0.29 -3.62 -0.65
O -0.95 -1.49 -0.49
I 2.36 -0.29 0.06
H 1.12 1.31 1.17
H 0.04 2.70 0.27
H 0.18 0.60 -1.51
H -0.61 -0.15 1.19
H -1.54 0.85 -0.07
*
```

4.
Density functional theory data (the ωB97M-V functional and the def2-TZVPD basis) for a cluster of 2 separate species, C4H12O4P in total.

Gap between HOMO and LUMO in eV: 5.27
F_max in eV/Å: 0.6
Energy above the lowest of the compared OMol25 structures with the same formula, charge and spin in kcal/mol: 0.0

Geometry as ORCA input:
```
! RIJCOSX wB97M-V def2-TZVPD def2/J DEFGRID3
* xyz -1 1
C 1.04 0.16 1.93
C -0.37 0.73 1.85
C -0.37 1.87 0.84
P -1.53 -0.50 1.54
O -1.89 -1.47 2.60
O -1.16 -1.37 0.19
O -2.86 0.27 0.96
H 1.09 -0.71 2.60
H 1.74 0.90 2.33
H 1.45 -0.15 0.95
H -0.06 1.57 -0.19
H 0.36 2.63 1.16
H -1.33 2.38 0.75
H -0.51 -0.88 -0.32
H -2.97 1.08 1.48
C 1.56 -1.07 -3.26
O 0.56 -0.83 -2.29
H 2.47 -0.59 -2.91
H 1.75 -2.14 -3.39
H 1.29 -0.64 -4.23
H -0.26 -1.25 -2.57
*
```

5.
Density functional theory data (the ωB97M-V functional and the def2-TZVPD basis) for a cluster of 2 separate species, C4H11NO2S in total.

Gap between HOMO and LUMO in eV: 9.62
SMILES: N[C@@H](C=O)CCS.O
F_max in eV/Å: 2.0
Energy above the lowest of the compared OMol25 structures with the same formula, charge and spin in kcal/mol: 36.1

Geometry as ORCA input:
```
! RIJCOSX wB97M-V def2-TZVPD def2/J DEFGRID3
* xyz 0 1
N 0.95 -0.03 -0.49
C -0.25 -0.52 -1.03
C -0.11 -1.53 -2.14
O -0.58 -1.36 -3.24
C -1.16 -1.23 0.04
C -2.00 -0.25 0.83
S -3.32 0.52 -0.22
H 1.00 0.85 -0.01
H 1.58 -0.66 -0.04
H -0.82 0.28 -1.48
H 0.37 -2.49 -1.86
H -1.80 -2.07 -0.28
H -0.41 -1.70 0.68
H -1.44 0.60 1.25
H -2.56 -0.75 1.62
H -2.93 -0.02 -1.39
O 4.34 3.72 2.34
H 4.40 2.76 2.20
H 4.74 3.86 3.21
*
```

6.
Density functional theory data (the ωB97M-V functional and the def2-TZVPD basis) for a cluster of 2 separate species, C5H8O in total.

Gap between HOMO and LUMO in eV: 9.32
SMILES: C1=CO1.C=CC
F_max in eV/Å: 1.4
Energy above the lowest of the compared OMol25 structures with the same formula, charge and spin in kcal/mol: 132.9

Geometry as ORCA input:
```
! RIJCOSX wB97M-V def2-TZVPD def2/J DEFGRID3
* xyz 0 1
C 1.06 0.87 0.89
C 0.46 0.14 1.93
O 0.09 1.65 1.07
H 1.98 1.13 0.36
H 0.88 0.50 2.88
C 0.79 -0.35 -1.25
C -0.21 -0.96 -0.62
C -1.56 -0.34 -0.51
H 0.64 0.56 -1.84
H 1.76 -0.82 -1.35
H -0.06 -1.91 -0.12
H -1.50 0.71 -0.22
H -2.20 -0.83 0.22
H -2.07 -0.35 -1.46
*
```